Here is 11 unconnected molecules or ions with the total composition C106H64O34 from OMol25. Energies are from ωB97M-V/def2-TZVPD.

Each line ends with the Löwdin charge.
Positions of all 204 atoms, in Å:
O 0.25 2.27 -7.74  0.10
C 0.05 1.08 -7.68  -0.25
C -0.16 0.41 -6.34  -0.06
C -0.30 1.22 -5.17  0.01
C -0.62 0.63 -3.97  -0.06
C -0.90 -0.72 -4.01  -0.06
C -0.75 -1.47 -5.13  -0.03
C -0.35 -0.95 -6.30  -0.11
C -0.12 -1.87 -7.48  -0.25
O 0.11 -3.04 -7.27  0.12
C -0.02 -1.20 -8.86  -0.08
C -0.19 -2.02 -9.93  -0.02
C -0.16 -1.37 -11.16  -0.04
C 0.10 0.02 -11.26  -0.04
C 0.21 0.80 -10.12  -0.04
C 0.04 0.21 -8.94  -0.09
H -0.07 2.27 -5.17  0.11
H -0.78 1.09 -3.02  0.10
H -1.45 -1.14 -3.19  0.09
H -1.07 -2.53 -5.02  0.13
H -0.45 -3.11 -9.92  0.15
H -0.27 -1.94 -12.05  0.09
H 0.35 0.48 -12.20  0.10
H 0.38 1.88 -10.18  0.13
O -4.92 7.08 -3.84  0.11
C -5.10 6.38 -2.87  -0.26
C -4.61 6.83 -1.48  -0.09
C -4.05 8.13 -1.42  0.03
C -3.73 8.63 -0.13  -0.04
C -3.87 7.85 1.00  -0.07
C -4.41 6.59 0.89  -0.02
C -4.86 6.07 -0.36  -0.11
C -5.35 4.70 -0.48  -0.28
O -5.36 3.88 0.44  0.08
C -6.06 4.31 -1.73  -0.05
C -6.94 3.18 -1.74  -0.02
C -7.53 2.84 -2.89  -0.10
C -7.44 3.62 -4.04  -0.03
C -6.68 4.79 -4.04  0.02
C -5.92 5.11 -2.90  -0.06
H -3.84 8.69 -2.38  0.14
H -3.39 9.63 -0.12  0.10
H -3.65 8.16 1.97  0.10
H -4.57 5.87 1.72  0.13
H -6.93 2.63 -0.80  0.12
H -8.11 1.93 -2.83  0.12
H -7.90 3.25 -4.93  0.11
H -6.62 5.46 -4.85  0.11
O 3.05 -10.54 -1.32  0.12
C 3.13 -9.71 -0.46  -0.29
C 4.36 -8.85 -0.32  -0.05
C 5.59 -9.20 -0.91  -0.01
C 6.77 -8.61 -0.55  -0.08
C 6.70 -7.46 0.20  -0.03
C 5.46 -7.06 0.78  0.00
C 4.32 -7.73 0.58  -0.11
C 3.13 -7.39 1.37  -0.27
O 3.09 -6.38 2.02  0.11
C 2.00 -8.40 1.38  -0.08
C 0.94 -8.11 2.29  0.00
C -0.17 -8.95 2.25  -0.07
C -0.25 -9.99 1.34  -0.05
C 0.85 -10.29 0.43  0.03
C 1.99 -9.45 0.50  -0.09
H 5.54 -10.12 -1.59  0.14
H 7.71 -8.92 -0.95  0.10
H 7.60 -6.85 0.37  0.11
H 5.43 -6.29 1.51  0.11
H 1.17 -7.47 3.07  0.09
H -0.98 -8.69 3.01  0.13
H -1.12 -10.69 1.33  0.11
H 0.85 -11.20 -0.20  0.12
O 3.41 6.92 7.01  0.11
C 3.65 6.06 6.20  -0.28
C 5.09 6.05 5.64  -0.09
C 5.97 7.06 5.99  -0.01
C 7.31 7.05 5.55  -0.05
C 7.72 6.01 4.67  -0.06
C 6.83 4.99 4.38  -0.02
C 5.54 5.00 4.88  -0.08
C 4.50 4.00 4.30  -0.25
O 4.80 3.30 3.39  0.13
C 3.08 4.04 4.85  -0.07
C 2.17 3.19 4.32  -0.02
C 0.83 3.26 4.75  -0.05
C 0.42 4.21 5.67  -0.04
C 1.33 5.18 6.10  0.02
C 2.68 5.10 5.69  -0.07
H 5.58 7.90 6.58  0.12
H 8.00 7.86 5.84  0.11
H 8.65 6.14 4.14  0.10
H 7.16 4.28 3.66  0.11
H 2.44 2.26 3.83  0.12
H 0.18 2.40 4.46  0.09
H -0.67 4.23 5.99  0.12
H 1.07 5.89 6.78  0.09
O 2.61 1.67 1.36  0.12
C 1.78 0.94 0.89  -0.29
C 0.39 1.36 0.93  -0.05
C 0.07 2.63 1.50  -0.01
C -1.20 3.06 1.63  -0.04
C -2.22 2.23 1.09  -0.05
C -1.98 1.01 0.58  -0.02
C -0.66 0.57 0.45  -0.06
C -0.38 -0.72 -0.21  -0.30
O -1.24 -1.51 -0.35  0.13
C 1.03 -1.18 -0.36  -0.06
C 1.38 -2.39 -0.94  -0.02
C 2.69 -2.70 -1.13  -0.04
C 3.72 -1.83 -0.74  -0.05
C 3.45 -0.58 -0.21  0.02
C 2.08 -0.31 0.08  -0.02
H 0.88 3.21 1.80  0.09
H -1.40 3.99 2.11  0.11
H -3.22 2.58 1.27  0.10
H -2.76 0.31 0.32  0.12
H 0.63 -3.10 -1.27  0.11
H 2.91 -3.64 -1.61  0.11
H 4.77 -2.00 -0.99  0.11
H 4.25 0.11 -0.14  0.11
O -4.06 -1.79 2.46  0.07
C -3.77 -0.80 3.16  -0.28
C -4.64 0.24 3.61  0.07
C -4.19 1.21 4.46  -0.27
O -4.89 2.07 5.12  0.16
C -2.79 1.28 4.86  -0.34
O -2.44 2.18 5.60  0.13
C -1.86 0.34 4.33  0.06
C -2.27 -0.70 3.62  -0.20
O -1.49 -1.65 3.09  0.09
H -5.70 0.15 3.28  0.14
H -5.82 1.82 4.99  0.15
H -0.91 0.62 4.57  0.09
H -2.01 -2.36 2.60  0.14
O 4.48 -0.96 3.46  0.11
C 5.42 -0.91 2.67  -0.27
C 6.18 0.28 2.26  0.08
C 7.33 0.16 1.67  -0.25
O 8.17 1.19 1.41  0.10
C 7.82 -1.11 1.14  -0.37
O 8.74 -1.03 0.40  0.14
C 6.98 -2.30 1.36  0.08
C 5.80 -2.19 1.99  -0.27
O 5.03 -3.23 2.26  0.10
H 5.90 1.22 2.65  0.11
H 9.00 0.79 1.12  0.11
H 7.31 -3.21 0.77  0.15
H 4.28 -2.83 2.77  0.08
O -3.03 2.28 -4.00  0.08
C -3.89 1.53 -3.57  -0.30
C -4.10 1.38 -2.18  0.08
C -5.12 0.55 -1.87  -0.24
O -5.55 0.32 -0.65  0.12
C -5.97 -0.11 -2.93  -0.34
O -6.89 -0.83 -2.57  0.10
C -5.71 0.13 -4.29  0.06
C -4.62 0.80 -4.65  -0.20
O -4.20 0.99 -5.90  0.15
H -3.62 1.91 -1.39  0.11
H -6.32 -0.28 -0.74  0.12
H -6.36 -0.32 -4.94  0.12
H -3.40 1.49 -5.73  0.10
O -3.94 -2.50 -2.62  0.11
C -3.45 -3.19 -1.76  -0.34
C -2.17 -3.88 -1.84  0.05
C -1.73 -4.58 -0.78  -0.24
O -0.60 -5.26 -0.75  0.10
C -2.61 -4.86 0.43  -0.33
O -2.27 -5.74 1.18  0.10
C -3.84 -4.12 0.52  0.07
C -4.26 -3.39 -0.55  -0.21
O -5.47 -2.82 -0.55  0.10
H -1.74 -3.86 -2.85  0.14
H -0.48 -5.74 0.09  0.11
H -4.37 -4.17 1.46  0.13
H -5.66 -2.59 -1.48  0.09
O 0.01 7.08 1.10  0.08
C 0.01 6.32 0.14  -0.28
C -1.22 5.70 -0.46  0.06
C -1.12 4.92 -1.51  -0.24
O -2.06 4.45 -2.32  0.09
C 0.29 4.55 -2.05  -0.29
O 0.37 3.73 -2.94  0.11
C 1.48 5.23 -1.50  0.08
C 1.39 6.05 -0.41  -0.25
O 2.37 6.72 0.18  0.11
H -2.18 5.98 0.04  0.12
H -1.67 3.77 -2.94  0.11
H 2.46 5.17 -2.00  0.14
H 1.98 7.27 0.90  0.13
O 0.18 -4.26 1.74  0.09
C 0.34 -4.38 2.95  -0.31
C -0.48 -5.04 3.82  0.03
C -0.27 -5.13 5.12  -0.18
O -1.15 -5.79 5.91  0.13
C 1.07 -4.67 5.71  -0.29
O 1.34 -4.96 6.85  0.12
C 1.93 -3.94 4.77  0.08
C 1.62 -3.74 3.50  -0.23
O 2.28 -3.03 2.60  0.09
H -1.41 -5.31 3.37  0.13
H -0.76 -5.78 6.77  0.10
H 2.86 -3.56 5.19  0.14
H 1.69 -3.26 1.81  0.12

- energy relative to the best compared isomer or geometry (same formula, charge and spin) (kcal per mole) = 10.6
- SMILES = O=C1c2ccccc2C(=O)c2ccccc21.O=C1c2ccccc2C(=O)c2ccccc21.O=C1c2ccccc2C(=O)c2ccccc21.O=C1c2ccccc2C(=O)c2ccccc21.O=C1c2ccccc2C(=O)c2ccccc21.O=C1C=C(O)C(=O)C=C1O.O=C1C=C(O)C(=O)C=C1O.O=C1C=C(O)C(=O)C=C1O.O=C1C=C(O)C(=O)C=C1O.O=C1C=C(O)C(=O)C=C1O.O=C1C=C(O)C(=O)C=C1O
- LUMO level (eV) = -1.66
- highest occupied orbital energy (eV) = -9.25
- HOMO-LUMO gap (eV) = 7.6

Here is a molecular structure, C10Cl11FeN2SbSe4 from OMol25. Energies are from ωB97M-V/def2-TZVPD.

Each line ends with the Löwdin charge.
Positions of all 29 atoms, in Å:
Fe 0.03 -0.24 -0.35  -0.13
Cl 1.28 0.84 2.59  0.67
C 2.38 0.85 1.24  -0.69
C 1.90 0.43 0.00  -0.31
C 2.81 0.51 -1.05  -0.69
Cl 2.27 0.04 -2.64  0.65
C 4.12 0.95 -0.90  -0.71
Cl 5.20 1.04 -2.25  0.63
C 4.56 1.34 0.37  -0.72
Cl 6.19 1.88 0.59  0.62
C 3.68 1.29 1.44  -0.71
Cl 4.22 1.78 3.01  0.64
Se -1.48 -5.57 -3.91  -0.28
Sb -2.52 -3.47 -3.36  -0.03
Se 0.62 -2.58 -0.10  0.08
Se -1.06 -2.04 -1.62  -0.12
Se -2.98 -1.84 -5.05  -0.29
Cl -3.83 2.92 2.15  0.55
C -3.21 1.38 2.65  -1.38
Cl -1.68 2.03 4.58  -0.26
Cl -4.33 0.32 3.40  0.57
C -2.29 0.80 1.77  -0.36
N -1.53 0.32 1.04  0.14
Cl 0.44 4.11 -3.45  0.61
C -0.63 3.92 -2.05  -1.60
Cl -0.18 5.08 -0.78  0.62
Cl -2.32 4.16 -2.53  0.61
C -0.47 2.57 -1.52  -0.29
N -0.33 1.52 -1.11  0.16

- energy relative to the best compared isomer or geometry (same formula, charge and spin) (kcal per mole) = 46.9
- 2S+1 = 5
- LUMO level (alpha / beta) (eV) = 3.50 / 2.66
- highest occupied orbital energy (alpha / beta) (eV) = -2.27 / -2.33
- net charge = -2
- HOMO-LUMO gap (alpha / beta) (eV) = 5.8 / 5.0

Here is a single C10F18O4 molecule from OMol25. Energies are from ωB97M-V/def2-TZVPD.

Each line ends with the Löwdin charge.
Positions of all 32 atoms, in Å:
F -1.38 -1.84 -1.72  0.17
C -1.98 -2.34 -0.63  -0.44
F -3.22 -1.70 -0.45  0.12
F -2.16 -3.65 -0.87  0.19
C -1.03 -2.01 0.59  -0.21
C -1.93 -2.30 1.87  -0.44
F -2.44 -1.12 2.24  0.18
F -1.25 -2.81 2.94  0.16
F -2.97 -3.17 1.64  0.14
O 0.09 -2.85 0.57  0.17
C 1.29 -2.21 0.70  -0.42
F 2.24 -2.44 -0.27  0.16
F 1.77 -2.81 1.83  0.16
C 0.89 -0.74 0.86  -0.27
F 0.77 -0.38 2.12  0.20
C 1.72 0.40 0.14  -0.18
F 3.03 0.39 0.48  0.16
O 1.17 1.74 0.52  0.10
C 0.38 2.28 -0.59  -0.14
C 1.13 3.58 -0.99  -0.48
F 2.47 3.35 -1.01  0.14
F 0.98 4.64 -0.14  0.17
F 0.96 3.77 -2.31  0.17
C -1.06 2.73 -0.20  -0.40
F -1.62 3.19 -1.37  0.15
F -1.86 1.60 0.10  0.11
F -1.26 3.68 0.76  0.17
O 0.41 1.19 -1.69  0.12
C 1.60 0.41 -1.44  -0.36
F 1.14 -0.81 -1.91  0.13
F 2.58 0.96 -2.22  0.16
O -0.48 -0.71 0.42  0.11

- energy relative to the best compared isomer or geometry (same formula, charge and spin) (kcal per mole) = 0.7
- SMILES = FC(F)(F)C1(C(F)(F)F)OC(F)(F)[C@@](F)([C@]2(F)OC(C(F)(F)F)(C(F)(F)F)OC2(F)F)O1
- LUMO level (eV) = 0.47
- highest occupied orbital energy (eV) = -12.78
- HOMO-LUMO gap (eV) = 13.2

Here is a molecular structure, C10H10BClF4Re from OMol25. Energies are from ωB97M-V/def2-TZVPD.

Each line ends with the Löwdin charge.
Positions of all 27 atoms, in Å:
C 0.91 -2.01 2.01  -0.23
C 0.98 -1.98 0.58  -0.23
C -0.36 -1.90 0.07  -0.16
H 1.88 -2.11 0.00  0.12
C -1.24 -1.84 1.18  -0.17
C -0.48 -1.97 2.36  -0.19
H -0.91 -2.21 3.30  0.13
H 1.75 -2.04 2.69  0.13
H -0.68 -2.02 -0.95  0.11
H -2.32 -1.86 1.19  0.13
Re 0.23 -0.17 1.42  1.22
Cl 1.12 1.92 1.89  -0.04
C 0.11 2.93 -3.48  -0.07
C -1.12 2.28 -3.82  -0.07
C -0.81 1.04 -4.48  -0.11
H -2.11 2.67 -3.65  0.09
C 0.62 0.92 -4.53  -0.06
C 1.19 2.08 -3.92  -0.10
H 2.24 2.30 -3.83  0.08
H 0.22 3.88 -3.00  0.09
H -1.52 0.34 -4.87  0.07
H 1.16 0.11 -4.98  0.09
F -0.52 -0.01 3.43  -0.30
B -0.12 -0.08 5.14  -1.12
F -1.36 -0.37 5.57  0.20
F 0.83 -1.03 5.30  0.19
F 0.32 1.15 5.38  0.22

- energy relative to the best compared isomer or geometry (same formula, charge and spin) (kcal per mole) = 27.1
- 2S+1 = 4
- LUMO level (alpha / beta) (eV) = -0.75 / -2.05
- highest occupied orbital energy (alpha / beta) (eV) = -8.42 / -8.33
- HOMO-LUMO gap (alpha / beta) (eV) = 7.7 / 6.3

Here is 2 unconnected molecules or ions with the total composition C10H10BrClN2O from OMol25. Energies are from ωB97M-V/def2-TZVPD.

Each line ends with the Löwdin charge.
Positions of all 25 atoms, in Å:
Br 4.62 -0.73 0.80  0.60
C 3.47 -0.97 -0.79  -0.46
C 2.38 0.06 -0.69  -0.37
C 2.16 1.28 -1.32  -0.02
C 0.93 1.70 -0.97  -0.06
N 0.43 0.80 -0.13  -0.06
C -0.93 0.64 0.32  -0.20
C -1.29 0.20 1.57  -0.07
C -2.56 -0.09 1.76  -0.11
C -3.64 0.18 0.85  -0.03
C -3.22 0.68 -0.35  -0.08
C -1.89 0.87 -0.61  -0.03
N 1.30 -0.22 0.03  0.10
H 4.25 -0.79 -1.56  0.07
H 3.06 -1.90 -0.76  0.01
H 2.84 1.74 -1.92  0.08
H 0.20 2.50 -1.31  0.16
H -0.64 0.01 2.42  0.13
H -2.88 -0.26 2.81  0.12
H -4.68 0.07 1.16  0.11
H -3.87 0.68 -1.15  0.08
H -1.47 1.02 -1.57  0.11
O 0.97 -2.77 0.52  -0.62
Cl -0.72 -2.94 0.31  0.56
H 1.18 -1.77 0.57  -0.03

- energy relative to the best compared isomer or geometry (same formula, charge and spin) (kcal per mole) = 0.0
- SMILES = BrCc1ccn(-c2ccccc2)n1.OCl
- LUMO level (eV) = 0.55
- highest occupied orbital energy (eV) = -9.23
- HOMO-LUMO gap (eV) = 9.8

Here is a molecular structure, C10H10BrFTl from OMol25. Energies are from ωB97M-V/def2-TZVPD.

Each line ends with the Löwdin charge.
Positions of all 23 atoms, in Å:
C 0.38 1.97 -0.68  -0.09
C 1.71 1.74 -0.21  -0.13
C 2.37 0.93 -1.17  -0.21
H 2.12 2.07 0.74  0.09
C 1.41 0.54 -2.16  -0.15
C 0.19 1.22 -1.87  -0.12
H -0.73 1.16 -2.45  0.09
H -0.36 2.60 -0.19  0.10
H 3.42 0.65 -1.17  0.07
H 1.58 -0.16 -2.97  0.09
Tl 2.20 -2.05 -0.30  0.47
Br 2.18 -1.22 2.29  -0.26
C -1.33 -1.78 1.20  -0.10
C -2.07 -1.24 0.10  -0.12
C -2.27 0.15 0.37  -0.11
H -2.40 -1.78 -0.79  0.09
C -1.68 0.46 1.63  -0.13
C -1.10 -0.74 2.15  -0.16
H -0.57 -0.83 3.09  0.05
H -0.93 -2.79 1.27  0.09
H -2.78 0.85 -0.28  0.09
H -1.69 1.43 2.13  0.08
F 0.38 -3.17 -0.71  -0.72

- LUMO level (alpha / beta) (eV) = 1.03 / 1.71
- highest occupied orbital energy (alpha / beta) (eV) = -4.23 / -4.21
- net charge = -1
- HOMO-LUMO gap (alpha / beta) (eV) = 5.3 / 5.9

Number 1: F_max 4.58 eV/Å, E -180570.63469 eV. Number 2: F_max 0.41 eV/Å, E -453408.14887 eV. Number 3: F_max 4.43 eV/Å, E -67472.78536 eV. Number 4: F_max 3.76 eV/Å, E -36732.13823 eV. Number 5: F_max 5.92 eV/Å, E -98121.77248 eV. Number 6: F_max 3.34 eV/Å, E -87984.61047 eV.